[1]
Below is C33H67BrN4NbO2 as an isolated structure, with properties calculated with ωB97M-V with the def2-TZVPD basis set.

```
108
Properties=species:S:1:pos:R:3:forces:R:3
C 4.696 -4.300 -0.115 -0.132 0.221 0.419
C 5.084 -2.896 0.337 -0.015 -0.173 -0.394
C 5.724 -2.064 -0.783 -0.153 0.632 0.620
C 5.304 -0.597 -0.685 -0.192 -0.066 -0.201
C 5.948 0.292 -1.742 0.185 0.064 -0.030
C 5.231 1.632 -2.054 -0.034 -0.234 0.203
C 4.008 1.988 -1.192 -0.088 0.374 -0.249
C 2.666 1.816 -1.917 0.344 0.712 0.461
C 1.513 2.386 -1.069 0.069 -0.570 0.187
C 0.238 1.486 -0.994 0.770 0.799 -0.071
C -0.138 1.182 0.455 -0.313 0.046 0.098
Nb -1.929 -0.054 0.980 0.894 0.247 0.803
C -1.344 0.165 3.178 0.217 0.220 -0.183
C -0.160 1.015 3.658 0.226 -0.398 1.071
C 0.871 0.177 4.445 0.017 0.380 -0.029
N 2.225 0.750 4.493 0.043 -0.311 0.042
C -0.833 -2.032 0.666 -1.119 0.280 -0.583
C -1.661 -3.247 0.212 0.767 -0.465 -0.378
C -1.209 -3.872 -1.126 -1.004 0.053 0.076
C -1.910 -3.224 -2.346 0.534 -0.162 -0.131
C -0.983 -2.388 -3.260 -0.409 0.154 0.234
C -1.468 -0.957 -3.535 0.375 -0.131 -0.142
C -2.963 -0.826 -3.775 -0.152 0.418 -0.542
C -3.313 0.426 -4.600 -0.155 -0.048 0.320
C -3.706 -1.188 1.925 -0.141 0.655 0.311
C -4.900 -1.501 1.091 0.232 0.016 -0.936
O -4.992 -1.488 -0.124 -0.121 -0.328 1.184
O -6.024 -1.819 1.849 0.331 -0.188 0.120
C -3.376 1.721 0.898 0.548 -0.483 -1.300
C -3.408 2.718 -0.259 -1.170 -0.025 0.129
C -3.393 2.200 -1.685 0.550 0.665 -0.324
Br -2.107 4.203 -0.031 0.193 -0.123 0.029
H 4.021 -4.244 -0.968 0.035 -0.047 -0.149
H 5.569 -4.899 -0.366 0.043 -0.073 -0.088
H 4.154 -4.796 0.690 0.058 -0.208 -0.009
H 5.771 -2.954 1.179 0.016 -0.021 0.109
H 4.184 -2.396 0.698 -0.061 0.106 -0.020
H 6.810 -2.102 -0.683 0.116 -0.250 -0.325
H 5.416 -2.425 -1.763 0.152 -0.200 -0.102
H 4.218 -0.555 -0.791 -0.079 -0.083 -0.017
H 5.514 -0.220 0.318 0.041 0.040 0.073
H 6.978 0.501 -1.442 0.055 -0.004 0.079
H 6.052 -0.282 -2.665 -0.117 -0.072 -0.063
H 5.955 2.442 -1.990 0.085 0.031 0.026
H 4.907 1.616 -3.095 -0.028 0.013 -0.091
H 4.094 3.036 -0.898 -0.059 0.078 0.056
H 3.952 1.425 -0.262 0.194 -0.023 0.086
H 2.744 2.387 -2.843 -0.099 -0.348 -0.328
H 2.536 0.754 -2.126 -0.212 -0.047 -0.235
H 1.907 2.515 -0.059 -0.113 -0.069 0.171
H 1.255 3.397 -1.388 -0.026 0.027 -0.186
H -0.533 2.042 -1.525 -0.364 -0.270 0.047
H 0.462 0.591 -1.573 -0.237 -0.255 0.066
H -0.231 2.138 0.981 -0.041 0.077 0.068
H 0.725 0.695 0.928 0.007 -0.160 0.096
H -2.434 -0.351 -0.750 0.126 -0.186 -0.174
H -1.219 -0.863 3.539 -0.005 -0.118 0.030
H -2.260 0.511 3.668 -0.117 0.050 -0.051
H 0.420 1.577 2.926 -0.282 -0.120 -0.423
H -0.527 1.755 4.377 -0.012 0.261 -0.137
H 0.934 -0.826 4.023 0.112 -0.071 -0.092
H 0.536 0.066 5.477 -0.117 -0.151 0.035
H 2.164 1.743 4.674 -0.001 0.091 0.019
H 2.651 0.652 3.580 0.033 0.114 -0.083
H -0.400 -2.255 1.646 0.012 0.276 0.174
H 0.014 -1.861 -0.004 0.009 0.037 -0.143
H -1.587 -4.031 0.972 -0.059 0.000 0.118
H -2.723 -3.045 0.079 -0.103 0.219 0.229
H -1.533 -4.916 -1.100 0.224 -0.143 -0.014
H -0.125 -3.854 -1.227 0.133 -0.029 0.002
H -2.747 -2.628 -1.992 0.008 0.146 0.080
H -2.348 -4.021 -2.949 -0.070 -0.030 -0.047
H 0.001 -2.349 -2.793 0.172 0.069 -0.105
H -0.864 -2.894 -4.221 0.065 -0.111 -0.033
H -1.146 -0.305 -2.725 -0.244 0.064 0.131
H -0.949 -0.589 -4.427 0.063 -0.007 -0.056
H -3.517 -0.774 -2.841 0.100 -0.217 0.186
H -3.315 -1.692 -4.340 -0.094 -0.176 0.159
H -2.589 1.223 -4.432 0.063 0.056 -0.040
H -3.370 0.216 -5.667 0.171 0.010 -0.102
H -4.285 0.815 -4.295 -0.083 0.051 -0.089
H -3.313 -2.092 2.396 -0.125 -0.248 -0.126
H -4.072 -0.589 2.767 -0.052 -0.056 0.101
H -6.582 -2.365 1.284 -0.234 0.239 -0.292
H -4.401 1.369 1.012 -0.109 -0.101 -0.022
H -3.135 2.257 1.818 0.069 -0.085 0.191
H -4.346 3.270 -0.179 0.126 0.331 0.092
H -2.677 1.404 -1.862 -0.091 -0.220 0.187
H -4.395 1.898 -1.985 -0.050 -0.364 0.172
H -3.124 3.024 -2.350 -0.099 0.026 -0.072
C -7.460 1.251 2.923 -0.020 0.022 -0.093
C -6.201 1.884 3.293 0.195 -0.119 0.066
N -5.185 2.333 3.583 -0.172 0.098 0.097
H -8.009 0.969 3.820 -0.011 -0.008 0.006
H -8.063 1.941 2.336 -0.020 0.001 -0.002
H -7.257 0.357 2.334 0.031 -0.017 0.029
C 5.711 -4.052 4.781 0.021 0.020 -0.021
C 6.248 -4.655 3.567 -0.017 -0.076 -0.126
N 6.652 -5.131 2.604 0.042 0.014 0.131
H 5.579 -2.982 4.633 -0.023 0.013 0.009
H 4.748 -4.498 5.018 -0.016 0.010 0.003
H 6.396 -4.217 5.610 -0.003 0.009 0.017
C -0.849 7.512 -1.654 -0.024 0.010 -0.023
C -1.137 8.362 -2.803 -0.023 0.084 -0.092
N -1.363 9.037 -3.705 0.027 -0.054 0.084
H -1.655 6.795 -1.507 0.005 -0.048 0.012
H 0.079 6.969 -1.819 -0.003 -0.032 0.008
H -0.751 8.124 -0.760 0.002 -0.005 0.017
```
Forces are in eV/Å.

Calculated values
Kohn-Sham gap: 6.889 eV
F_max: 0.0290 hartree/bohr
LUMO energy: 2.15 eV
Total charge: -1

Results of the Mulliken charge analysis, in e, for atoms 1 through 5:
1 C -1.46
2 C -0.15
3 C -0.84
4 C -0.23
5 C -0.79


[2]
Below is one molecule with the formula C3H5NS2, with properties calculated with ωB97M-V with the def2-TZVPD basis set.

```
11
Properties=species:S:1:pos:R:3:forces:R:3
C 0.643 -0.905 -0.929 0.983 0.109 -0.708
C -0.241 1.010 0.643 0.884 -2.403 -1.872
C -0.534 -0.272 -0.437 -0.498 1.901 2.624
N 1.603 -1.315 -1.415 -0.268 -0.120 0.314
S 1.288 1.904 0.196 -0.122 1.317 -0.451
S -1.542 -1.394 0.576 -0.106 -0.539 -0.183
H -0.052 0.565 1.600 -0.396 -0.195 0.514
H -1.182 1.596 0.611 1.092 0.164 0.101
H -1.118 0.187 -1.213 -0.094 -0.118 -0.613
H 2.407 1.153 0.472 -1.322 -0.351 0.194
H -1.270 -2.529 -0.103 -0.154 0.236 0.079
```
Forces are in eV/Å.

Calculated values
Kohn-Sham gap: 10.065 eV
F_max: 0.0638 hartree/bohr
Relative energy (zero: lowest compared OMol25 entry of this formula, charge and spin): 33.1 kcal/mol
SMILES: N#C[C@@H](S)CS
LUMO energy: 0.56 eV
Total charge: 0

Results of the Mulliken charge analysis, in e, for atoms 1 through 5:
1 C 0.13
2 C -0.79
3 C 0.10
4 N -0.37
5 S -0.23


[3]
Below is C30H45BrO2P2Ru as an isolated structure, with properties calculated with ωB97M-V with the def2-TZVPD basis set.

```
81
Properties=species:S:1:pos:R:3:forces:R:3
Ru 0.213 -0.799 1.078 -0.375 0.648 3.767
C -0.908 -2.350 2.338 1.206 -0.182 -0.164
C 0.430 -2.671 1.842 -0.152 -0.447 2.227
C 0.610 -1.277 3.714 -0.211 -0.328 -0.548
C -0.755 -1.568 3.527 0.385 0.198 -0.262
C 1.366 -1.882 2.655 -0.895 -0.834 -0.296
C -2.170 -2.954 1.858 -0.549 -0.202 -0.016
H -2.050 -3.345 0.846 -0.135 -0.006 0.087
H -2.971 -2.207 1.862 0.009 -0.198 -0.078
H -2.488 -3.783 2.503 0.050 0.119 -0.120
C -1.854 -1.126 4.412 -0.384 0.402 0.136
H -2.804 -1.558 4.091 0.073 0.051 0.148
H -1.955 -0.031 4.357 -0.030 -0.406 0.147
H -1.676 -1.404 5.458 0.034 -0.027 -0.198
C 1.173 -0.498 4.838 0.103 0.501 0.199
H 1.218 -1.086 5.765 -0.022 0.069 -0.231
H 0.555 0.387 5.041 0.078 -0.169 0.074
H 2.185 -0.155 4.604 -0.076 -0.111 0.143
C 2.840 -1.935 2.550 0.534 -0.072 0.193
H 3.278 -2.579 3.322 -0.013 0.074 -0.116
H 3.260 -0.933 2.675 0.165 -0.129 -0.052
H 3.138 -2.327 1.576 0.126 0.065 0.094
C 0.787 -3.800 0.950 0.095 -0.126 -0.533
H 0.968 -4.722 1.520 -0.044 0.243 -0.059
H 1.700 -3.564 0.391 -0.150 -0.249 -0.005
H -0.029 -3.998 0.246 0.253 -0.100 0.043
C -1.618 0.562 -4.624 -0.583 -0.034 -0.229
C -1.730 -0.762 -4.758 -0.865 0.305 -0.438
C -0.979 -1.614 -5.735 0.386 -0.282 -0.133
C 0.465 -1.151 -6.050 -0.086 -0.528 -0.484
C 1.265 -0.702 -4.860 0.510 0.463 -0.027
C 1.353 0.561 -4.416 0.575 -0.521 -0.741
C 0.629 1.734 -5.003 -0.359 0.448 -0.030
C -0.803 1.450 -5.522 0.219 0.543 -0.054
H -1.522 -1.697 -6.694 0.040 0.035 0.403
H 0.447 -0.399 -6.852 0.161 -0.190 0.414
H -0.929 -2.640 -5.336 -0.075 0.238 -0.082
H -0.760 1.074 -6.553 -0.159 0.010 0.449
H -2.275 1.104 -3.929 0.176 -0.390 -0.123
H -2.563 -1.281 -4.266 0.412 0.275 0.127
H -1.319 2.423 -5.589 0.172 -0.349 -0.022
H 0.557 2.522 -4.236 0.099 -0.158 -0.155
H 2.115 0.829 -3.678 -0.221 -0.233 -0.014
H 1.202 2.178 -5.837 -0.027 -0.167 0.363
H 0.983 -2.025 -6.480 -0.162 0.359 0.078
H 1.920 -1.481 -4.452 -0.233 0.326 0.140
P -1.185 -0.472 -0.635 1.307 -0.372 -0.649
C -2.709 0.361 -0.330 -0.709 0.624 -0.002
C -1.392 -1.943 -1.647 -0.311 -0.212 -0.390
P 1.665 0.009 -0.455 -1.000 0.169 -1.089
C 0.145 0.545 -1.401 0.088 0.453 -0.911
C 2.519 -1.237 -1.444 0.301 -0.056 -0.224
C 2.763 1.387 -0.150 0.320 0.317 -0.018
H -2.656 0.885 0.643 0.023 -0.197 -0.473
H -3.509 -0.391 -0.280 0.116 0.289 -0.098
H -2.880 1.069 -1.148 -0.336 -0.103 0.193
H -1.401 -1.648 -2.705 -0.050 -0.242 0.312
H -2.352 -2.409 -1.375 0.327 0.039 -0.190
H -0.578 -2.664 -1.472 -0.267 0.317 -0.041
H 3.081 1.822 -1.106 0.077 0.025 0.310
H 3.634 1.014 0.412 -0.172 0.139 -0.271
H 2.242 2.129 0.471 0.082 -0.232 -0.334
H -0.048 1.611 -1.226 0.080 -0.168 -0.187
H 0.234 0.310 -2.469 -0.094 0.414 0.035
H 3.525 -1.370 -1.016 -0.291 -0.026 -0.252
H 2.584 -0.909 -2.493 0.130 -0.210 0.415
H 1.985 -2.199 -1.388 0.162 0.376 -0.098
Br 2.271 2.631 3.384 -1.196 1.163 0.451
C 0.718 3.685 3.676 1.175 -0.553 -0.210
C 0.849 4.872 4.424 -0.453 1.446 0.795
C -0.277 5.638 4.739 1.952 -0.204 0.134
C -1.538 5.226 4.311 -0.597 0.027 -0.140
C -1.676 4.061 3.558 0.886 -1.273 -0.752
C -0.552 3.288 3.211 -1.856 -0.129 0.118
C -0.787 1.973 2.489 -1.382 -1.671 -0.740
O -1.868 1.380 2.732 1.670 1.239 -0.263
O 0.108 1.566 1.663 -0.403 0.170 0.726
H 1.834 5.190 4.757 -0.189 -0.084 -0.026
H -0.163 6.555 5.323 0.007 -0.356 -0.215
H -2.428 5.802 4.561 0.238 -0.073 -0.013
H -2.659 3.715 3.240 0.311 0.019 0.074
```
Forces are in eV/Å.

Calculated values
Kohn-Sham gap (alpha / beta): 6.250 / 3.238 eV
F_max: 0.0747 hartree/bohr
Relative energy (zero: lowest compared OMol25 entry of this formula, charge and spin): 0.0 kcal/mol
Spin multiplicity: 5
LUMO energy (alpha / beta): -5.78 / -10.14 eV
⟨S²⟩: 6.03
Total charge: +2

Results of the Mulliken charge analysis, in e, for atoms 1 through 5:
1 Ru -0.70
2 C 1.04
3 C -0.03
4 C 0.97
5 C 0.84


[4]
Below is one molecule with the formula C3H2N2O, with properties calculated with ωB97M-V with the def2-TZVPD basis set.

```
8
Properties=species:S:1:pos:R:3:forces:R:3
C 0.254 0.694 0.779 0.322 0.373 1.399
C -0.835 0.448 -0.107 -1.937 -1.046 0.740
C 1.280 -0.039 0.027 2.739 -2.902 0.439
N 0.468 1.014 -0.616 -0.506 -1.242 -1.108
N -1.806 -0.343 -0.215 0.483 1.529 -0.813
O -2.948 -0.681 0.059 1.378 0.169 -0.129
H 2.396 0.095 0.249 -1.897 0.842 -0.452
H 1.191 -1.187 -0.176 -0.583 2.276 -0.077
```
Forces are in eV/Å.

Calculated values
Kohn-Sham gap (alpha / beta): 8.446 / 8.031 eV
F_max: 0.0781 hartree/bohr
Relative energy (zero: lowest compared OMol25 entry of this formula, charge and spin): 172.7 kcal/mol
SMILES: O=NC1=C2CN21
LUMO energy (alpha / beta): -0.87 / -1.29 eV
Total charge: 0

Results of the Mulliken charge analysis, in e, for atoms 1 through 5:
1 C -0.32
2 C 0.64
3 C -0.19
4 N -0.32
5 N 0.23


> total charge of number 1 (C33H67BrN4NbO2)?

-1